# 1
93
Properties=species:S:1:pos:R:3:forces:R:3 method="wB97M-V/def2-TZVPD" mol_weight_g_mol=1102.46 fmax_ev_per_a=1.7 energy_ha=-5458.43946 charge=+3 de_lowest_kcal_mol=8.4 spin_multiplicity=2
La 0.276541 -1.215624 0.198234 0.6 1.6 -0.3
C 2.276161 -1.615831 -4.275423 -0.1 0.0 0.0
O 3.326640 -1.483118 -3.270880 0.0 0.1 0.0
C 2.720269 -1.183335 -2.143092 0.0 0.0 0.0
N 1.455317 -0.972263 -2.154281 -0.1 -0.2 0.3
C 1.033775 -1.026985 -3.572257 0.0 0.1 -0.1
C -0.238813 -1.788213 -3.831369 0.0 0.0 0.0
C -0.876749 -2.524339 -2.846050 0.0 0.1 0.0
C -2.031016 -3.250996 -3.115832 0.0 0.0 0.0
C -2.561149 -3.238296 -4.395962 0.0 0.0 0.0
C -1.935426 -2.496404 -5.392169 0.0 0.0 0.0
C -0.786206 -1.773314 -5.112114 0.0 0.0 0.0
C 3.555581 -1.074823 -0.927699 0.1 0.0 0.0
C 4.934268 -1.211654 -0.963532 0.0 0.0 0.0
C 5.637974 -1.067534 0.224176 0.0 0.0 0.0
C 4.941619 -0.825458 1.400366 0.0 0.0 0.0
C 3.560553 -0.735041 1.335111 0.1 0.0 0.0
N 2.877498 -0.834505 0.194500 0.1 -0.1 0.0
C 2.713104 -0.604021 2.537354 -0.1 0.1 0.0
N 1.433389 -0.665524 2.496027 0.0 0.0 -0.1
C 0.988084 -0.784806 3.906574 0.0 0.0 0.1
C 2.243466 -0.368207 4.693617 -0.1 0.0 0.0
O 3.307031 -0.497577 3.706939 0.1 -0.1 0.0
C -0.278660 -0.036641 4.239061 0.0 0.0 0.0
C -0.527515 0.376254 5.544968 0.0 0.0 0.0
C -1.729464 0.984395 5.879012 0.0 0.0 0.0
C -2.707070 1.186518 4.913512 0.0 0.0 0.0
C -2.471627 0.777036 3.609647 0.0 0.0 0.0
C -1.263749 0.175703 3.283331 0.0 -0.2 0.1
H 2.173540 -2.673951 -4.512297 0.0 0.0 0.0
H 2.589852 -1.064034 -5.156069 0.0 0.0 0.0
H 0.879936 0.005975 -3.890092 0.0 0.1 0.0
H -0.436116 -2.587215 -1.861987 0.1 -0.3 -0.1
H -2.490034 -3.849553 -2.338422 0.0 0.0 0.0
H -3.445818 -3.816685 -4.624834 0.0 0.0 0.0
H -2.341866 -2.489777 -6.394534 0.0 0.0 0.0
H -0.308373 -1.199111 -5.897884 0.0 0.0 0.0
H 5.433822 -1.424797 -1.897958 0.0 0.0 0.0
H 6.715875 -1.155510 0.235093 0.0 0.0 0.0
H 5.447027 -0.726935 2.350804 0.0 0.0 0.0
H 0.790106 -1.847937 4.079691 0.0 0.0 0.0
H 2.485632 -1.024646 5.523203 0.0 0.0 0.0
H 2.221492 0.669333 5.026366 0.0 0.0 0.0
H 0.214020 0.218112 6.318642 0.0 0.0 0.0
H -1.899582 1.307290 6.897150 0.0 0.0 0.0
H -3.635849 1.675852 5.174444 0.0 0.0 0.0
H -3.207881 0.973564 2.837532 0.0 0.0 0.0
H -1.088843 -0.113979 2.252988 0.0 0.1 0.0
I -5.202511 -2.727781 2.911985 0.1 0.1 -0.2
C -4.376011 -1.834840 1.283729 -0.2 -0.2 0.3
C -5.177659 -1.275278 0.275456 0.1 0.1 -0.1
C -4.531325 -0.708552 -0.799672 -0.1 0.0 0.0
C -3.137694 -0.703069 -0.824607 0.0 0.0 0.0
N -2.367590 -1.222456 0.150952 -0.6 0.0 0.1
C -2.973571 -1.798809 1.183819 0.0 0.0 -0.1
H -6.258331 -1.293829 0.334604 0.0 0.0 0.0
H -5.088932 -0.273653 -1.617475 0.0 0.0 0.0
H -2.611112 -0.273543 -1.670347 0.0 0.0 0.0
H -2.354380 -2.257566 1.946955 0.0 0.0 0.0
C 2.291087 2.534089 0.471747 0.0 -0.1 0.0
P 0.587174 1.981095 0.101048 0.0 0.2 -0.2
C -0.376907 3.410830 0.691848 0.0 0.0 -0.1
C -0.857117 3.427333 1.997585 0.0 0.0 0.0
C -1.495931 4.554662 2.496097 0.0 0.0 0.0
C -1.655636 5.672208 1.691632 0.0 0.0 0.0
C -1.169321 5.665311 0.389734 0.0 0.0 0.0
C -0.529057 4.543585 -0.111263 -0.1 0.0 0.0
C 0.453590 2.155797 -1.714902 0.0 0.0 0.0
C 1.524476 2.499844 -2.534834 0.0 0.0 0.0
C 1.326700 2.709941 -3.895785 0.0 0.0 0.0
C 0.063963 2.560267 -4.452661 0.0 0.0 0.0
C -1.007074 2.193466 -3.646230 0.0 0.0 0.0
C -0.811422 1.997434 -2.286721 0.1 0.0 0.0
H 2.448536 3.530476 0.057992 0.0 0.0 0.0
H 3.039683 1.849213 0.075153 0.0 0.0 0.0
H 2.400558 2.590817 1.555428 0.0 0.0 0.0
H -0.711560 2.569006 2.639087 0.0 0.0 0.0
H -1.858752 4.561977 3.515638 0.0 0.0 0.0
H -2.151535 6.552021 2.078782 0.0 0.0 0.0
H -1.281798 6.541238 -0.234955 0.0 0.0 0.0
H -0.155098 4.556769 -1.127311 0.0 0.0 0.0
H 2.511314 2.654669 -2.116986 0.0 0.0 0.0
H 2.157331 3.019083 -4.517322 0.0 0.0 0.0
H -0.087881 2.747559 -5.507395 0.0 0.0 0.0
H -1.998398 2.104007 -4.071645 0.0 0.0 0.0
H -1.666552 1.808265 -1.642300 0.0 0.0 0.0
F 0.007011 -2.865813 1.930139 0.1 -0.5 0.0
As 0.462921 -4.412544 0.975537 -0.1 0.2 0.0
F -0.887058 -3.801618 0.009088 0.0 -0.1 -0.1
F 1.429700 -3.238967 -0.109215 -0.1 -0.7 0.4
F 0.813928 -5.645171 -0.097690 0.0 -0.1 0.0
F 1.845192 -4.480336 1.934380 0.0 -0.2 0.1
F -0.553721 -5.278517 1.997316 0.0 -0.1 0.0

***

# 2
14
Properties=species:S:1:pos:R:3:forces:R:3 method="wB97M-V/def2-TZVPD" mol_weight_g_mol=97.12 fmax_ev_per_a=0.7 energy_ha=-324.51941 charge=0 de_lowest_kcal_mol=128.7
C 1.228899 -0.820509 -1.896193 0.1 0.0 -0.1
C 0.435463 -0.437873 -0.661771 -0.2 0.2 0.1
C 0.161437 0.861335 -0.444898 0.1 0.0 -0.3
O -0.557694 1.273988 0.643355 0.1 -0.2 0.1
C -0.815081 0.390957 1.602939 -0.1 0.3 -0.1
N -1.770535 0.944574 2.374017 0.2 -0.4 -0.1
C -0.072004 -1.466226 0.177901 -0.1 0.6 0.3
H 1.728747 -1.789422 -1.796434 -0.1 0.1 0.1
H 1.991158 -0.064976 -2.102243 -0.1 -0.1 -0.1
H 0.556696 -0.885856 -2.757676 0.1 0.0 0.1
H 0.541531 1.693879 -1.016988 0.0 0.0 0.0
H -2.167865 1.855390 2.147356 0.2 -0.3 -0.1
H -2.057604 0.544611 3.252048 0.2 -0.2 -0.2
H 0.796852 -2.099874 0.478587 -0.5 0.2 0.3

***

# 3
109
Properties=species:S:1:pos:R:3:forces:R:3 method="wB97M-V/def2-TZVPD" mol_weight_g_mol=837.94 fmax_ev_per_a=1.0 energy_ha=-3598.59128 charge=+1
C -1.028709 0.913506 5.400967 0.1 0.2 -0.1
C -0.792128 1.849506 4.224487 0.2 0.1 0.2
F -1.938038 1.998992 3.442486 -0.1 0.0 0.0
C 0.360225 1.395798 3.321490 -0.1 -0.2 0.1
N 0.186996 1.907975 1.937730 0.1 0.1 -0.2
C 0.840006 3.035415 1.592232 -0.2 -0.2 0.3
C 1.758172 3.753046 2.528069 0.2 0.1 -0.1
C 3.273544 3.561740 2.196760 0.0 0.0 -0.1
C 3.646641 2.587479 1.083334 0.2 0.0 0.1
S 3.408223 0.858935 1.593416 -0.2 0.0 0.2
C 0.653367 3.556844 0.313588 -0.1 0.1 0.0
O 1.314834 4.685592 -0.062282 0.0 0.0 0.0
C -0.127028 2.902178 -0.599464 0.3 -0.1 -0.1
C -0.287767 3.494669 -1.981655 -0.8 0.5 0.0
O -1.054298 4.403270 -2.143449 0.4 -0.5 -0.1
O 0.394775 2.872250 -2.956733 0.2 0.9 0.2
C 1.819624 3.204360 -2.897196 0.2 -0.6 0.0
C 2.542430 2.202030 -3.778870 0.0 -0.1 0.5
C 3.186620 1.090438 -2.933819 0.2 0.1 -0.2
C 3.137763 -0.308306 -3.563510 0.1 0.1 0.4
N 2.642004 -1.285122 -2.608814 0.0 -0.4 -0.1
C 1.651105 -2.193421 -2.853899 0.0 -0.2 0.2
C 1.458017 -2.946815 -1.722571 0.3 -0.1 -0.1
C 2.373634 -2.480941 -0.745426 0.3 -0.2 -0.5
C 3.087233 -1.457924 -1.324453 0.0 -0.2 0.0
C -0.772233 1.709435 -0.253987 -0.2 -0.2 0.0
C -1.555010 1.028214 -1.349293 0.2 0.1 -0.3
C -0.618844 0.280680 -2.338557 -0.2 0.1 -0.1
F 0.712985 0.463474 -1.975578 -0.6 -0.2 0.1
C -0.629646 1.256762 1.043011 0.4 0.0 0.2
S -1.585613 -0.215992 1.546398 -0.9 -0.2 0.2
O -1.285688 -0.648817 2.871244 0.1 0.1 0.0
O -2.935429 0.034616 1.157323 0.3 0.0 -0.1
C -0.918965 -1.641058 0.503264 0.1 0.1 0.2
F -1.803644 -1.950229 -0.425654 0.1 0.0 -0.2
F -0.783601 -2.660370 1.331982 0.1 -0.1 -0.1
F 0.253838 -1.330905 -0.021362 -0.8 0.4 0.4
H -1.035916 1.472821 6.331325 -0.1 0.0 0.1
H -1.993256 0.430811 5.277618 0.0 -0.1 0.0
H -0.252034 0.156474 5.480759 0.0 -0.1 0.0
H -0.553048 2.845799 4.601208 -0.1 0.2 -0.2
H 0.477765 0.325702 3.275107 -0.1 -0.1 0.0
H 1.283851 1.767277 3.737192 0.1 0.0 -0.2
H 1.530953 4.814354 2.449247 0.0 0.1 0.0
H 1.545052 3.498500 3.555723 0.0 0.1 0.1
H 3.688948 4.525943 1.913422 0.0 0.1 0.1
H 3.785196 3.258808 3.108529 0.0 0.0 0.1
H 4.702699 2.722493 0.863246 0.1 0.1 0.0
H 3.113501 2.779888 0.156738 -0.1 0.0 0.0
H 3.116773 0.341065 0.394230 -0.1 0.0 0.0
H 0.970296 5.458639 0.403670 0.0 0.1 0.0
H 2.153013 3.077477 -1.866720 0.0 0.1 0.1
H 1.966913 4.243841 -3.177237 -0.2 0.1 -0.2
H 1.791324 1.777803 -4.442278 0.1 0.1 -0.3
H 3.312611 2.709345 -4.353412 -0.1 0.0 -0.3
H 2.682226 1.020872 -1.971180 0.1 0.1 -0.1
H 4.220223 1.373510 -2.738957 0.1 0.0 0.1
H 4.126250 -0.613596 -3.901406 0.0 0.0 -0.2
H 2.457109 -0.320769 -4.409896 0.0 0.0 -0.1
H 1.155883 -2.270552 -3.806446 0.1 0.1 -0.1
H 0.750236 -3.748213 -1.602070 -0.1 -0.1 -0.1
H 2.487553 -2.876449 0.248734 0.1 0.1 0.1
H 3.889170 -0.865805 -0.916517 0.1 -0.1 -0.2
H -2.346766 0.393694 -0.972274 0.1 -0.1 0.0
H -2.051093 1.819515 -1.908590 -0.2 0.0 0.0
H -0.828210 -0.783605 -2.376281 0.1 -0.1 0.2
H -0.739037 0.682695 -3.341088 0.0 0.0 0.0
O -2.415522 -7.180853 -1.395529 0.0 0.0 -0.1
C -2.733364 -6.744376 -0.327692 -0.1 0.1 0.0
O -3.186177 -7.597071 0.614289 0.1 -0.1 0.0
C -3.380006 -7.216893 1.977989 -0.1 0.1 0.1
C -4.733489 -6.578427 2.215588 0.0 0.0 -0.1
C -2.704893 -5.257508 -0.042355 0.3 0.0 0.2
H -2.557693 -6.581374 2.313427 0.0 0.0 0.0
H -3.307581 -8.147364 2.538660 0.0 0.0 -0.1
H -4.847305 -5.650668 1.654375 0.0 0.0 0.0
H -4.868607 -6.356828 3.275229 0.0 0.0 0.0
H -5.525705 -7.255427 1.898765 0.0 0.0 0.0
H -3.624620 -4.814740 -0.423207 0.0 0.0 0.0
H -1.861735 -4.835306 -0.583268 -0.1 0.0 -0.1
H -2.596204 -5.002043 1.009524 -0.1 0.0 0.0
O 1.396256 4.030056 -8.879904 0.0 0.0 -0.1
C 1.181117 4.716822 -7.924377 -0.1 0.1 0.0
O 0.494255 4.174018 -6.890373 0.1 -0.2 0.1
C 0.342914 4.823413 -5.627652 -0.1 0.2 0.0
C -0.820563 5.792731 -5.608099 0.0 0.0 -0.1
C 1.592746 6.170007 -7.865780 0.2 -0.1 0.2
H 1.278964 5.304269 -5.329191 0.0 0.0 -0.1
H 0.162612 4.016154 -4.925224 -0.1 0.0 -0.1
H -0.675478 6.609639 -6.314652 0.0 0.0 0.0
H -0.945613 6.215770 -4.611285 0.0 0.0 0.0
H -1.738376 5.275140 -5.885549 0.0 0.0 0.0
H 0.824568 6.763262 -8.360230 0.0 0.0 0.0
H 2.520859 6.275589 -8.420614 -0.1 0.0 -0.1
H 1.745972 6.557160 -6.861653 -0.1 0.0 0.0
O -0.743410 -2.508680 7.244278 0.0 0.1 0.0
C -1.260434 -3.266610 6.471039 0.1 -0.1 -0.1
O -2.014515 -4.273057 6.949137 -0.1 0.1 0.0
C -2.807649 -5.104556 6.095199 0.0 -0.1 -0.1
C -2.005387 -6.243391 5.501041 0.1 0.0 0.0
C -1.029475 -3.148494 4.981952 -0.2 0.1 -0.1
H -3.297328 -4.503213 5.327343 0.0 0.0 0.0
H -3.593958 -5.492255 6.739612 0.0 0.0 0.1
H -1.197728 -5.878987 4.865245 0.0 0.0 0.0
H -2.647293 -6.891135 4.903391 0.0 0.0 0.0
H -1.555075 -6.839517 6.293710 0.0 0.0 0.0
H -0.099730 -3.657635 4.729244 0.0 0.0 0.0
H -0.927154 -2.094675 4.747006 0.1 0.0 0.0
H -1.831776 -3.548584 4.366991 0.1 -0.1 0.0

***

# 4
13
Properties=species:S:1:pos:R:3:forces:R:3 method="wB97M-V/def2-TZVPD" mol_weight_g_mol=166.37 fmax_ev_per_a=3.8 energy_ha=-1601.93957 charge=0 smiles="S=[SiH]SC[C@@H]1CS1" de_lowest_kcal_mol=37.1
S -0.282092 2.827351 1.690947 0.5 0.2 -1.3
Si 0.792488 2.840066 0.003947 -0.1 0.0 2.2
S 1.374051 1.091310 -0.896526 0.8 -0.4 -0.9
C 0.884334 -0.423880 0.110382 -2.4 2.6 -1.2
C -0.603201 -0.657982 -0.187850 -0.7 -2.2 -0.2
C -1.205977 -2.106368 -0.142770 0.9 2.1 1.4
S -1.413340 -1.412779 -1.765115 1.2 0.9 1.2
H 1.749456 3.912674 -0.460227 -0.7 -0.4 -0.1
H 1.011589 -0.037957 1.153430 0.2 -1.3 -0.7
H 1.447199 -1.145680 -0.426714 1.0 -0.9 0.6
H -1.216307 0.107357 0.275558 -0.2 -0.1 -0.2
H -2.014263 -2.078910 0.563932 -0.8 -0.4 -0.2
H -0.523938 -2.915201 0.081006 0.2 -0.1 -0.5